[1]
{
  "formula": "C24H30N2O7",
  "method": "wB97M-V/def2-TZVPD",
  "e_homo_ha": -0.2971,
  "symbols": ["C", "H", "O", "C", "C", "C", "C", "C", "C", "O", "C", "H", "H", "H", "O", "C", "H", "H", "H", "H", "C", "O", "N", "C", "C", "C", "C", "C", "C", "H", "C", "H", "H", "H", "O", "C", "C", "O", "N", "C", "H", "C", "H", "O", "C", "H", "C", "H", "H", "H", "H", "H", "H", "H", "C", "H", "H", "H", "H", "H", "H", "H", "H"],
  "positions_angstrom": [[-5.28500, -1.79882, 2.55492], [-4.98466, -2.10518, 3.56142], [-5.01770, -0.43553, 2.32766], [-3.72458, -0.00536, 2.39459], [-2.65258, -0.83894, 2.66532], [-1.35783, -0.33187, 2.66627], [-1.14339, 1.01265, 2.43786], [-2.21100, 1.87589, 2.18126], [-3.51704, 1.36976, 2.15316], [-4.57759, 2.19763, 1.83964], [-5.59912, 2.31575, 2.81189], [-6.17072, 1.39220, 2.91479], [-6.25083, 3.11146, 2.45375], [-5.18386, 2.59404, 3.78684], [-1.82268, 3.15860, 1.96203], [-2.75597, 4.20319, 1.79314], [-3.40045, 4.03610, 0.92866], [-2.15042, 5.09574, 1.63448], [-3.37297, 4.34190, 2.68462], [-0.15462, 1.44048, 2.46149], [-0.23841, -1.25629, 3.00136], [-0.30645, -2.05452, 3.91606], [0.90349, -1.14921, 2.26504], [1.13768, -0.46191, 1.06672], [0.16480, -0.33302, 0.08556], [0.44022, 0.33044, -1.09781], [1.72619, 0.83891, -1.33535], [2.69194, 0.79292, -0.32174], [2.38151, 0.11506, 0.84969], [3.12615, 0.06103, 1.63096], [4.00831, 1.51069, -0.38753], [3.86422, 2.53192, -0.73580], [4.71726, 1.01106, -1.04592], [4.44918, 1.55179, 0.60560], [1.89905, 1.41042, -2.58348], [3.12300, 1.28673, -3.27770], [3.82502, -0.07568, -3.23312], [4.98801, -0.14270, -2.87036], [3.15247, -1.15970, -3.65664], [1.78971, -1.22802, -4.13216], [1.29364, -0.26668, -4.03266], [1.03113, -2.28934, -3.32138], [0.03344, -2.44086, -3.73609], [1.67373, -3.54020, -3.37585], [2.98304, -3.45080, -2.86154], [3.41039, -4.45190, -2.92989], [3.81407, -2.45219, -3.66774], [4.80898, -2.32954, -3.23937], [3.89762, -2.79911, -4.70388], [2.95145, -3.13549, -1.80723], [0.95141, -1.95612, -2.27557], [1.80221, -1.52754, -5.18817], [2.87402, 1.51590, -4.32121], [3.85725, 2.02445, -2.93745], [-0.67702, 0.53399, -2.08077], [-0.33846, 1.09469, -2.94563], [-1.09287, -0.41803, -2.40569], [-1.47349, 1.09719, -1.59656], [-0.81954, -0.74636, 0.23639], [1.69023, -1.66034, 2.64716], [-2.78937, -1.88796, 2.86784], [-6.36399, -1.90497, 2.45131], [-4.78690, -2.43390, 1.81628]],
  "forces_ev_per_a": [[-0.053, -0.257, 0.046], [0.007, 0.005, -0.049], [0.249, 0.459, -0.123], [0.063, 0.007, -0.036], [-0.056, -0.129, -0.039], [-0.371, 0.413, 0.168], [-0.168, -0.116, 0.107], [-0.015, -0.178, 0.053], [-0.246, 0.212, 0.036], [0.491, -0.489, -0.209], [-0.272, 0.069, 0.242], [0.054, 0.123, -0.008], [-0.003, -0.007, 0.078], [0.007, 0.010, -0.053], [0.067, -0.311, 0.023], [-0.205, 0.389, -0.144], [0.075, 0.063, 0.101], [-0.062, -0.046, 0.032], [0.012, -0.018, -0.043], [0.127, 0.053, -0.033], [0.039, -0.051, 0.116], [-0.152, -0.062, 0.049], [0.520, -0.186, 0.216], [0.075, 0.219, -0.533], [0.308, -0.040, -0.041], [0.171, 0.135, -0.055], [-0.240, -0.274, 0.216], [-0.017, 0.035, -0.240], [-0.303, -0.141, 0.054], [0.085, 0.048, 0.105], [0.107, -0.013, -0.083], [0.057, 0.094, -0.019], [0.031, 0.094, -0.027], [-0.004, 0.049, 0.054], [-0.055, 0.167, 0.321], [0.266, 0.202, -0.133], [-0.048, 0.197, 0.057], [0.276, 0.155, -0.020], [-0.064, -0.333, -0.063], [-0.381, -0.172, 0.049], [0.008, 0.007, -0.025], [-0.096, 0.312, -0.111], [0.013, 0.084, 0.043], [-0.081, -0.161, -0.107], [0.330, 0.099, -0.103], [0.034, 0.071, 0.052], [0.081, -0.301, 0.290], [-0.105, -0.058, -0.090], [0.027, -0.005, 0.049], [0.029, -0.031, -0.065], [-0.017, -0.017, -0.109], [-0.061, 0.051, 0.058], [0.073, -0.027, 0.125], [-0.115, -0.216, -0.059], [0.097, 0.044, -0.049], [-0.087, -0.005, -0.075], [-0.068, -0.078, -0.059], [-0.106, 0.021, -0.023], [-0.113, -0.054, -0.025], [-0.230, 0.009, 0.009], [-0.068, -0.100, 0.048], [0.086, -0.043, 0.017], [-0.002, 0.022, 0.037]],
  "nbo_charge": [-0.252, 0.182, -0.514, 0.337, -0.312, -0.123, -0.240, 0.285, 0.155, -0.523, -0.252, 0.197, 0.191, 0.170, -0.493, -0.238, 0.191, 0.189, 0.172, 0.233, 0.676, -0.598, -0.635, 0.224, -0.257, -0.051, 0.322, -0.069, -0.252, 0.209, -0.652, 0.214, 0.260, 0.218, -0.532, -0.152, 0.657, -0.636, -0.429, -0.257, 0.232, -0.073, 0.195, -0.523, -0.077, 0.199, -0.258, 0.253, 0.195, 0.170, 0.178, 0.195, 0.207, 0.208, -0.644, 0.231, 0.216, 0.230, 0.223, 0.410, 0.236, 0.200, 0.180]
}

***

[2]
{
  "formula": "C24H30N3",
  "method": "wB97M-V/def2-TZVPD",
  "charge": 1,
  "e_homo_ha": -0.3742,
  "symbols": ["C", "C", "C", "C", "C", "N", "C", "C", "H", "H", "H", "H", "H", "H", "H", "H", "H", "C", "N", "C", "C", "C", "C", "C", "C", "C", "C", "C", "C", "N", "C", "C", "C", "C", "C", "C", "H", "H", "H", "H", "H", "H", "H", "H", "H", "H", "H", "H", "H", "H", "H", "H", "H", "H", "H", "H", "H"],
  "positions_angstrom": [[-6.40170, 0.39768, -3.21347], [-4.89839, 0.38859, -3.20708], [-4.18696, 1.59924, -3.22447], [-2.79967, 1.61074, -3.10206], [-2.09367, 0.40955, -2.93648], [-0.75908, 0.43645, -2.58070], [-2.78404, -0.80799, -3.06031], [-4.17200, -0.81539, -3.19085], [-6.80152, -0.61972, -3.18770], [-6.80621, 0.93458, -2.34683], [-6.80241, 0.89611, -4.10261], [-4.74661, 2.53275, -3.31061], [-2.24713, 2.54557, -3.12594], [-0.23528, -0.42074, -2.74238], [-0.23999, 1.26346, -2.87066], [-2.20642, -1.72935, -3.06077], [-4.71809, -1.76071, -3.25910], [-2.73548, -3.82847, 3.35391], [-2.56431, -2.40799, 3.67059], [-2.59772, -2.18729, 5.11627], [-1.80126, -1.57552, 2.83776], [-2.39809, -0.67286, 1.91376], [-1.63577, 0.07336, 1.03730], [-0.20168, 0.01451, 1.04407], [0.53846, 0.78259, 0.09997], [1.94422, 0.99646, -0.00803], [2.44222, 2.04916, -0.84598], [3.79607, 2.28812, -0.99021], [4.76542, 1.50337, -0.30716], [6.14288, 1.67164, -0.51797], [6.97798, 2.31107, 0.49682], [6.91302, 0.69277, -1.29161], [4.27994, 0.48770, 0.54608], [2.93337, 0.18770, 0.62245], [0.37768, -0.84714, 2.02180], [-0.39187, -1.63106, 2.85901], [-2.71313, -3.97016, 2.26976], [-1.95845, -4.47046, 3.81447], [-3.71530, -4.16299, 3.73440], [-2.48808, -1.12046, 5.32846], [-3.57397, -2.52461, 5.50130], [-1.81054, -2.74450, 5.65994], [-3.48929, -0.58495, 1.90989], [-2.10961, 0.79806, 0.36237], [-0.07071, 1.33740, -0.60894], [1.70899, 2.71522, -1.31579], [4.14995, 3.08546, -1.65212], [6.38705, 3.04902, 1.04571], [7.41244, 1.59124, 1.21747], [7.81157, 2.82818, -0.00561], [6.27452, 0.23681, -2.05359], [7.74529, 1.21308, -1.79528], [7.34856, -0.10990, -0.66420], [4.98856, -0.10213, 1.12334], [2.66500, -0.66555, 1.23309], [1.44277, -0.86194, 2.20801], [0.10848, -2.30579, 3.55053]],
  "forces_ev_per_a": [[-0.256, -0.030, -0.086], [0.407, -0.063, -0.067], [0.060, -0.465, 0.109], [-0.174, -0.283, 0.092], [-1.414, -0.084, -0.339], [1.430, -0.015, 0.049], [0.076, 0.440, 0.041], [-0.115, 0.482, 0.121], [0.036, 0.137, -0.028], [0.134, -0.103, -0.100], [0.076, -0.091, 0.070], [0.248, -0.199, 0.012], [-0.096, 0.011, 0.095], [-0.208, 0.339, -0.121], [-0.235, -0.411, -0.163], [-0.189, 0.007, 0.110], [0.259, 0.285, 0.032], [0.124, 0.120, -0.288], [-1.061, -0.237, 0.454], [0.203, 0.229, -0.064], [0.679, 0.091, -0.753], [-0.299, -0.413, 0.414], [0.479, 0.486, -0.193], [-0.207, -0.508, 0.201], [-0.037, 0.277, 0.750], [0.776, -0.389, -0.497], [-0.553, -0.127, 0.461], [0.594, 0.005, -0.035], [-0.862, -0.523, 0.101], [0.847, 0.640, -0.449], [-0.244, 0.079, 0.139], [-0.333, -0.132, 0.007], [-0.068, 0.026, -0.307], [0.184, 0.368, 0.443], [-0.130, 0.099, 0.428], [0.004, 0.186, -0.155], [-0.043, -0.052, 0.157], [-0.151, 0.252, -0.151], [0.359, 0.149, -0.173], [-0.042, -0.152, 0.055], [0.343, 0.153, -0.143], [-0.147, 0.163, -0.184], [0.439, -0.063, -0.016], [0.078, -0.522, 0.137], [0.022, 0.054, 0.256], [0.360, -0.285, 0.008], [-0.136, -0.311, 0.296], [0.160, -0.051, -0.031], [-0.183, 0.152, -0.178], [-0.306, -0.152, 0.193], [0.144, 0.047, 0.073], [-0.353, -0.173, 0.182], [-0.195, 0.223, -0.129], [-0.072, 0.013, -0.239], [0.195, 0.237, -0.488], [-0.448, -0.089, -0.089], [-0.160, 0.170, -0.021]],
  "nbo_charge": [-0.630, -0.044, -0.201, -0.215, 0.122, -0.824, -0.253, -0.188, 0.218, 0.221, 0.225, 0.219, 0.197, 0.388, 0.377, 0.208, 0.219, -0.400, -0.509, -0.402, 0.314, -0.245, -0.071, -0.205, 0.148, -0.191, -0.093, -0.238, 0.281, -0.507, -0.402, -0.401, -0.184, -0.124, -0.045, -0.260, 0.210, 0.180, 0.214, 0.210, 0.215, 0.178, 0.250, 0.239, 0.244, 0.224, 0.249, 0.210, 0.179, 0.214, 0.210, 0.215, 0.180, 0.226, 0.211, 0.201, 0.233]
}

***

[3]
{
  "formula": "C24H30N5RuS2Si",
  "method": "wB97M-V/def2-TZVPD",
  "charge": 1,
  "e_homo_ha": [-0.3282, -0.4039],
  "spin_multiplicity": 5,
  "symbols": ["Ru", "C", "C", "N", "C", "S", "N", "N", "C", "C", "C", "C", "C", "C", "C", "N", "H", "H", "H", "H", "H", "H", "H", "H", "H", "H", "H", "H", "H", "C", "Si", "C", "C", "C", "C", "C", "C", "N", "C", "S", "H", "H", "H", "H", "H", "H", "H", "H", "H", "H", "H", "H", "C", "C", "C", "C", "C", "C", "H", "H", "H", "H", "H"],
  "positions_angstrom": [[-15.79700, -8.38105, 3.66887], [-20.99163, -11.34991, 4.87109], [-20.77848, -10.06262, 5.62491], [-20.02848, -9.05979, 4.88683], [-18.68460, -9.11344, 4.63041], [-18.04882, -7.66529, 3.75828], [-17.89980, -10.00389, 5.02462], [-16.56529, -9.83406, 4.70534], [-15.64242, -10.67060, 5.30000], [-16.00609, -12.03219, 5.80133], [-14.31555, -10.20481, 5.25306], [-13.19310, -10.95105, 5.71711], [-11.97193, -10.35328, 5.66431], [-11.79416, -9.01839, 5.20952], [-12.93143, -8.39202, 4.70112], [-14.13655, -8.96104, 4.71785], [-21.66038, -12.02155, 5.42047], [-20.06841, -11.88292, 4.66421], [-21.48926, -11.17099, 3.91234], [-20.19861, -10.30561, 6.49466], [-21.71546, -9.62998, 5.93367], [-20.54130, -8.40608, 4.32319], [-17.07979, -12.08958, 6.05997], [-15.40964, -12.34004, 6.65774], [-15.81623, -12.72165, 4.95647], [-13.35202, -11.96968, 6.06155], [-11.09647, -10.87233, 6.04651], [-10.84310, -8.49491, 5.23542], [-12.86866, -7.43453, 4.24970], [-10.13379, -7.77405, -0.48904], [-11.69899, -8.68849, 0.09303], [-11.26844, -10.05385, 1.29936], [-12.57369, -9.36462, -1.45040], [-12.84412, -7.42504, 0.97721], [-12.48976, -6.08245, 1.07257], [-13.23796, -5.17655, 1.83956], [-14.26514, -5.67960, 2.61626], [-14.65311, -6.95000, 2.52364], [-14.05231, -7.76199, 1.64086], [-14.85358, -9.31859, 1.59124], [-9.49324, -8.57954, -0.88112], [-9.61545, -7.21671, 0.29909], [-10.33805, -7.09227, -1.29641], [-10.18993, -10.23909, 1.29996], [-11.73812, -11.00893, 1.05803], [-11.55058, -9.78059, 2.32021], [-11.88884, -10.01893, -2.00525], [-12.86696, -8.58857, -2.13522], [-13.48042, -9.94730, -1.25720], [-11.59962, -5.73648, 0.51878], [-12.92481, -4.13248, 1.89302], [-14.80661, -5.06501, 3.33052], [-20.00720, -7.56310, -0.36205], [-19.35327, -8.74348, 0.05805], [-18.76758, -8.80277, 1.31959], [-18.85163, -7.66938, 2.14397], [-19.52241, -6.52636, 1.75503], [-20.08327, -6.47363, 0.49503], [-20.41512, -7.51841, -1.35727], [-19.27489, -9.60393, -0.60566], [-18.27119, -9.68113, 1.66743], [-19.61385, -5.71142, 2.47208], [-20.58731, -5.57825, 0.17508]],
  "forces_ev_per_a": [[-0.172, 0.049, -0.433], [-0.746, -0.455, -0.660], [0.675, -0.429, -0.287], [0.514, 0.328, -0.305], [-1.732, 0.764, -0.460], [-0.007, 0.677, -0.390], [1.175, -1.161, 0.631], [-0.377, -0.042, -0.013], [0.221, -0.268, 0.175], [-0.603, 0.104, -0.468], [-0.103, -0.767, 0.493], [-0.743, 0.318, -0.448], [1.134, 0.489, 0.485], [-1.196, -0.221, -0.244], [1.012, -0.884, 0.610], [0.407, 0.261, 0.005], [0.206, 0.112, 0.087], [0.175, 0.051, 0.084], [0.075, 0.063, 0.029], [0.216, 0.106, 0.713], [-0.260, 0.262, 0.079], [-0.131, 0.054, -0.018], [0.631, 0.073, -0.157], [-0.004, 0.043, -0.054], [-0.134, -0.021, 0.438], [0.244, 0.285, -0.006], [-0.147, -0.070, -0.133], [-0.182, -0.257, -0.065], [0.029, 0.790, -0.248], [-0.428, -0.716, 0.578], [-0.341, 0.174, -0.734], [0.203, -0.062, 0.148], [0.246, -0.436, 0.385], [-0.547, -0.037, 0.059], [0.181, 0.174, -0.244], [0.503, -0.054, 0.065], [0.053, 0.724, 0.066], [-0.202, 0.099, -0.195], [0.876, -0.504, -0.070], [-0.044, -0.161, -0.015], [0.068, 0.371, 0.151], [0.035, -0.277, -0.084], [-0.143, 0.282, -0.413], [-0.028, 0.101, -0.009], [-0.153, 0.124, -0.019], [-0.011, -0.066, -0.039], [-0.030, 0.053, 0.141], [-0.040, 0.563, -0.264], [0.174, 0.040, 0.249], [-0.523, -0.087, 0.450], [-0.317, -0.324, 0.072], [0.110, -0.025, -0.107], [0.717, -0.721, 0.575], [-0.095, 0.430, 0.057], [-0.528, 1.029, -0.266], [0.175, -0.935, 0.096], [0.139, 0.121, 0.702], [-0.210, -0.129, -0.519], [-0.157, 0.065, -0.106], [-0.103, 0.240, 0.143], [0.325, -0.461, 0.089], [0.038, -0.012, -0.340], [-0.118, 0.166, -0.043]],
  "nbo_charge": [0.933, -0.623, -0.217, -0.591, 0.281, 0.351, -0.329, -0.374, 0.269, -0.681, 0.096, -0.209, -0.144, -0.280, 0.084, -0.500, 0.226, 0.217, 0.207, 0.209, 0.214, 0.402, 0.260, 0.237, 0.245, 0.237, 0.232, 0.242, 0.210, -1.103, 1.610, -1.124, -1.104, -0.482, -0.120, -0.273, 0.053, -0.553, 0.108, -0.117, 0.249, 0.240, 0.242, 0.248, 0.254, 0.241, 0.244, 0.241, 0.247, 0.233, 0.242, 0.215, -0.161, -0.192, -0.206, -0.206, -0.158, -0.222, 0.230, 0.233, 0.231, 0.226, 0.232]
}

***

no.,E (Ha)
1,-1568.69549
2,-1096.48789
3,-2386.85498